# 1
# C4H9NO

An isolated molecule of C4H9NO in a non-equilibrium geometry (ωB97M-V with the def2-TZVPD basis set, OMol25).

E_HOMO = -9.33 eV
SMILES = CCN(C)C=O
Gap between HOMO and LUMO = 10.198 eV
LUMO energy = 0.873 eV
F_max = 1.25 eV Å⁻¹

The geometry in ORCA input format:
```
! wB97M-V def2-TZVPD RIJCOSX def2/J DEFGRID3
* xyz 0 1
C 1.061 -1.000 -1.085
C -0.094 -0.005 -0.996
N -0.495 0.251 0.377
C 0.373 1.082 1.184
C -1.709 -0.149 0.808
O -2.425 -0.953 0.250
H 0.857 -1.913 -0.530
H 1.211 -1.359 -2.110
H 2.032 -0.563 -0.835
H 0.222 0.918 -1.479
H -0.917 -0.483 -1.510
H 0.657 0.584 2.116
H 1.310 1.232 0.659
H -0.049 2.072 1.381
H -2.034 0.285 1.769
*
```

Partial charges, natural (NBO), in e: number 1, C, carries -0.62; number 2, C, carries -0.22; number 3, N, carries -0.45; number 4, C, carries -0.41; number 5, C, carries 0.54; number 6, O, carries -0.62; number 7, H, carries 0.22; number 8, H, carries 0.22; number 9, H, carries 0.20; number 10, H, carries 0.19; number 11, H, carries 0.24; number 12, H, carries 0.21; number 13, H, carries 0.21; number 14, H, carries 0.20; number 15, H, carries 0.11

---

# 2
# C38H30N8O3Y

A structure of composition C38H30N8O3Y in a non-equilibrium geometry (ωB97M-V with the def2-TZVPD basis set, OMol25).

E_HOMO = -9.30 eV
Gap between HOMO and LUMO = 5.513 eV
LUMO energy = -3.791 eV
F_max = 4.58 eV Å⁻¹

The geometry in ORCA input format:
```
! wB97M-V def2-TZVPD RIJCOSX def2/J DEFGRID3
* xyz 1 1
Y 0.210 0.092 0.057
C -6.050 -1.578 0.047
C -6.235 -0.299 0.625
C -5.177 0.412 1.129
C -3.891 -0.145 1.042
C -2.602 0.366 1.347
N -1.662 -0.558 0.967
C -2.318 -1.636 0.497
N -1.552 -2.737 -0.114
C -0.168 -2.887 0.367
C 0.447 -3.963 1.008
C -0.012 -5.135 1.648
C 0.914 -5.952 2.235
C 2.298 -5.652 2.200
C 2.772 -4.525 1.583
C 1.849 -3.662 0.965
C 1.981 -2.414 0.315
N 3.126 -1.746 -0.049
C 3.177 -0.462 -0.073
N 2.247 0.393 0.531
C 2.668 1.675 0.408
N 2.125 2.724 1.005
C 0.925 2.690 1.583
N -0.057 1.814 1.282
C -1.211 2.151 1.997
N -2.352 1.562 1.954
C -0.909 3.335 2.805
C -1.675 4.065 3.693
C -1.069 5.141 4.329
C 0.264 5.469 4.086
C 1.034 4.735 3.195
C 0.430 3.665 2.556
C 3.881 1.703 -0.422
C 4.605 2.750 -0.965
C 5.658 2.434 -1.814
C 5.976 1.109 -2.105
C 5.253 0.057 -1.555
C 4.206 0.369 -0.708
N 0.738 -1.968 -0.040
C -3.701 -1.436 0.459
C -4.811 -2.157 -0.035
H -6.913 -2.112 -0.328
H -7.235 0.113 0.663
H -5.308 1.384 1.588
H -1.070 -5.369 1.696
H 0.585 -6.846 2.748
H 2.988 -6.330 2.685
H 3.829 -4.296 1.564
H -2.706 3.796 3.879
H -1.638 5.739 5.029
H 0.707 6.308 4.605
H 2.070 4.981 3.004
H 4.350 3.776 -0.732
H 6.239 3.228 -2.264
H 6.795 0.896 -2.779
H 5.495 -0.973 -1.785
H -4.703 -3.150 -0.462
C 1.883 -0.590 -3.163
O 1.119 0.333 -2.388
C 0.551 1.348 -3.205
C -0.330 2.227 -2.333
O -1.162 1.458 -1.466
C -2.379 0.930 -1.996
C -2.231 -0.455 -2.633
O -1.261 -1.226 -1.912
C -1.568 -2.553 -1.629
H 2.709 -0.075 -3.660
H 1.249 -1.063 -3.919
H 2.279 -1.342 -2.485
H -0.027 0.885 -4.014
H 1.339 1.957 -3.658
H -0.931 2.901 -2.946
H 0.300 2.824 -1.669
H -2.806 1.622 -2.725
H -3.052 0.858 -1.142
H -1.901 -0.390 -3.672
H -3.209 -0.939 -2.607
H -2.560 -2.826 -1.990
H -2.022 -3.616 0.111
H -0.804 -3.210 -2.042
*
```

Partial charges, Mulliken, in e: number 1, Y, carries 0.69; number 2, C, carries -0.81; number 3, C, carries -0.75; number 4, C, carries -0.55; number 5, C, carries 0.34; number 6, C, carries -0.42; number 7, N, carries 0.05; number 8, C, carries -0.88; number 9, N, carries 0.63; number 10, C, carries -0.38; number 11, C, carries 0.86; number 12, C, carries -0.96; number 13, C, carries -0.75; number 14, C, carries -0.65; number 15, C, carries -0.72; number 16, C, carries 0.55; number 17, C, carries -0.54; number 18, N, carries -0.56; number 19, C, carries -0.16; number 20, N, carries -0.28; number 21, C, carries 0.38; number 22, N, carries -0.64; number 23, C, carries 0.08; number 24, N, carries -0.04; number 25, C, carries -0.33; number 26, N, carries -0.53; number 27, C, carries 0.13; number 28, C, carries -0.13; number 29, C, carries -0.64; number 30, C, carries -0.65; number 31, C, carries -0.24; number 32, C, carries 0.04; number 33, C, carries 0.38; number 34, C, carries -0.33; number 35, C, carries -0.60; number 36, C, carries -0.61; number 37, C, carries -0.24; number 38, C, carries 0.46; number 39, N, carries -0.05; number 40, C, carries 1.31; number 41, C, carries -0.45; number 42, H, carries 0.43; number 43, H, carries 0.42; number 44, H, carries 0.54; number 45, H, carries 0.39; number 46, H, carries 0.42; number 47, H, carries 0.42; number 48, H, carries 0.52; number 49, H, carries 0.56; number 50, H, carries 0.42; number 51, H, carries 0.42; number 52, H, carries 0.54; number 53, H, carries 0.55; number 54, H, carries 0.43; number 55, H, carries 0.43; number 56, H, carries 0.54; number 57, H, carries 0.42; number 58, C, carries -1.11; number 59, O, carries 0.61; number 60, C, carries -0.79; number 61, C, carries -0.79; number 62, O, carries -0.04; number 63, C, carries -0.41; number 64, C, carries -0.85; number 65, O, carries 0.01; number 66, C, carries -0.77; number 67, H, carries 0.32; number 68, H, carries 0.29; number 69, H, carries 0.31; number 70, H, carries 0.40; number 71, H, carries 0.52; number 72, H, carries 0.51; number 73, H, carries 0.26; number 74, H, carries 0.57; number 75, H, carries -0.04; number 76, H, carries 0.40; number 77, H, carries 0.59; number 78, H, carries 0.38; number 79, H, carries 0.65; number 80, H, carries 0.54

---

# 3
# C3H10BCl2O2

A cluster of 2 separate species, C3H10BCl2O2 in total (ωB97M-V with the def2-TZVPD basis set, OMol25).

E_HOMO = -4.08 eV
Gap between HOMO and LUMO = 7.160 eV
LUMO energy = 3.079 eV
F_max = 0.57 eV Å⁻¹

The geometry in ORCA input format:
```
! wB97M-V def2-TZVPD RIJCOSX def2/J DEFGRID3
* xyz -1 1
B 1.517 0.916 -0.610
C 1.897 -0.385 0.343
O 3.327 -0.726 0.391
O 3.910 -0.082 1.528
H 2.520 1.187 -1.264
H 1.180 1.861 0.109
H 0.589 0.668 -1.361
H 1.433 -1.306 -0.033
H 1.608 -0.242 1.389
H 3.940 -0.804 2.169
Cl -1.982 0.340 1.565
C -2.842 0.533 0.018
C -2.870 -0.751 -0.774
Cl -1.256 -1.161 -1.387
H -2.350 1.328 -0.539
H -3.861 0.838 0.259
H -3.524 -0.638 -1.638
H -3.236 -1.576 -0.165
*
```

Partial charges, natural (NBO), in e: number 1, B, carries -0.45; number 2, C, carries -0.29; number 3, O, carries -0.32; number 4, O, carries -0.48; number 5, H, carries -0.05; number 6, H, carries -0.08; number 7, H, carries -0.08; number 8, H, carries 0.15; number 9, H, carries 0.16; number 10, H, carries 0.43; number 11, Cl, carries -0.05; number 12, C, carries -0.39; number 13, C, carries -0.40; number 14, Cl, carries -0.01; number 15, H, carries 0.24; number 16, H, carries 0.20; number 17, H, carries 0.21; number 18, H, carries 0.21

---

# 4
# C3H6N2O

An isolated molecule of C3H6N2O (ωB97M-V with the def2-TZVPD basis set, OMol25).

E_HOMO = -9.53 eV
SMILES = O=C1NCCN1
Gap between HOMO and LUMO = 10.435 eV
LUMO energy = 0.908 eV
F_max = 0.25 eV Å⁻¹

The geometry in ORCA input format:
```
! wB97M-V def2-TZVPD RIJCOSX def2/J DEFGRID3
* xyz 0 1
O 2.531 -0.205 -0.477
C 1.332 -0.137 -0.310
N 0.501 0.911 -0.704
C -0.761 0.827 0.012
C -0.873 -0.689 0.270
N 0.521 -1.069 0.290
H 0.970 1.801 -0.787
H -1.593 1.204 -0.587
H -0.729 1.378 0.962
H -1.370 -0.904 1.219
H -1.424 -1.188 -0.537
H 0.896 -1.928 0.650
*
```

Partial charges, natural (NBO), in e: number 1, O, carries -0.64; number 2, C, carries 0.77; number 3, N, carries -0.64; number 4, C, carries -0.22; number 5, C, carries -0.22; number 6, N, carries -0.64; number 7, H, carries 0.40; number 8, H, carries 0.20; number 9, H, carries 0.18; number 10, H, carries 0.20; number 11, H, carries 0.18; number 12, H, carries 0.41

---

# 5
# C3H7N2S

The ion C3H7N2S with charge +1 in a non-equilibrium geometry (ωB97M-V with the def2-TZVPD basis set, OMol25).

E_HOMO = -13.18 eV
SMILES = CC(=S)/[NH+]=C/N
Gap between HOMO and LUMO = 8.142 eV
LUMO energy = -5.039 eV
F_max = 4.63 eV Å⁻¹

The geometry in ORCA input format:
```
! wB97M-V def2-TZVPD RIJCOSX def2/J DEFGRID3
* xyz 1 1
C 1.156 -0.449 -1.473
C 1.662 0.427 -0.024
S 3.059 1.141 0.342
N 0.550 0.646 0.773
C -0.524 -0.074 0.881
N -1.634 0.448 1.398
H 1.905 -0.293 -2.208
H 1.460 -1.509 -1.201
H 0.205 -0.014 -1.878
H 0.414 1.675 1.011
H -0.575 -1.143 0.544
H -2.481 0.042 1.579
H -1.604 1.406 1.862
*
```

Partial charges, natural (NBO), in e: number 1, C, carries -0.68; number 2, C, carries 0.00; number 3, S, carries 0.22; number 4, N, carries -0.58; number 5, C, carries 0.41; number 6, N, carries -0.70; number 7, H, carries 0.26; number 8, H, carries 0.27; number 9, H, carries 0.25; number 10, H, carries 0.44; number 11, H, carries 0.26; number 12, H, carries 0.44; number 13, H, carries 0.42

---

> What is the formula in the fifth record?

C3H7N2S

---

> Look up the LUMO energy of the second one.

-3.791 eV

---

Repeat the first record exactly.
# C4H9NO

An isolated molecule of C4H9NO in a non-equilibrium geometry (ωB97M-V with the def2-TZVPD basis set, OMol25).

E_HOMO = -9.33 eV
SMILES = CCN(C)C=O
Gap between HOMO and LUMO = 10.198 eV
LUMO energy = 0.873 eV
F_max = 1.25 eV Å⁻¹

The geometry in ORCA input format:
```
! wB97M-V def2-TZVPD RIJCOSX def2/J DEFGRID3
* xyz 0 1
C 1.061 -1.000 -1.085
C -0.094 -0.005 -0.996
N -0.495 0.251 0.377
C 0.373 1.082 1.184
C -1.709 -0.149 0.808
O -2.425 -0.953 0.250
H 0.857 -1.913 -0.530
H 1.211 -1.359 -2.110
H 2.032 -0.563 -0.835
H 0.222 0.918 -1.479
H -0.917 -0.483 -1.510
H 0.657 0.584 2.116
H 1.310 1.232 0.659
H -0.049 2.072 1.381
H -2.034 0.285 1.769
*
```

Partial charges, natural (NBO), in e: number 1, C, carries -0.62; number 2, C, carries -0.22; number 3, N, carries -0.45; number 4, C, carries -0.41; number 5, C, carries 0.54; number 6, O, carries -0.62; number 7, H, carries 0.22; number 8, H, carries 0.22; number 9, H, carries 0.20; number 10, H, carries 0.19; number 11, H, carries 0.24; number 12, H, carries 0.21; number 13, H, carries 0.21; number 14, H, carries 0.20; number 15, H, carries 0.11